(1)
Below is a structure of composition C47H45MoN5P2S2, with properties calculated with wB97M-V/def2-TZVPD.

Positions of all 102 atoms, in Å:
1 Mo 0.479 0.414 -0.938
2 S 0.834 0.047 1.436
3 C 0.010 -1.384 1.876
4 N 0.024 -1.866 3.074
5 C -0.563 -3.200 3.342
6 C -1.830 -3.357 2.563
7 N -1.562 -3.079 1.125
8 C -2.406 -3.862 0.162
9 C -3.857 -3.729 0.529
10 C -4.485 -2.488 0.442
11 C -5.822 -2.366 0.783
12 C -6.534 -3.484 1.204
13 C -5.913 -4.720 1.285
14 C -4.569 -4.844 0.953
15 C -0.732 -2.155 0.795
16 S -0.394 -1.776 -0.865
17 C 0.634 -1.194 4.265
18 C -0.436 -0.949 5.296
19 C -0.351 -1.561 6.540
20 C -1.334 -1.324 7.494
21 C -2.399 -0.490 7.199
22 C -2.488 0.119 5.952
23 C -1.506 -0.107 5.001
24 H -0.772 -3.260 4.408
25 H 0.186 -3.952 3.084
26 H -2.614 -2.674 2.894
27 H -2.215 -4.372 2.639
28 H -2.071 -4.897 0.243
29 H -2.192 -3.509 -0.843
30 H -3.931 -1.619 0.095
31 H -6.319 -1.408 0.709
32 H -7.581 -3.391 1.461
33 H -6.471 -5.590 1.603
34 H -4.088 -5.815 1.005
35 H 1.117 -0.281 3.931
36 H 1.398 -1.874 4.645
37 H 0.485 -2.209 6.777
38 H -1.261 -1.790 8.468
39 H -3.161 -0.305 7.945
40 H -3.317 0.778 5.732
41 H -1.566 0.387 4.034
42 N 2.915 1.034 -2.731
43 P 1.630 -0.007 -3.143
44 C 1.876 -0.594 -4.799
45 C 1.957 0.361 -5.821
46 C 2.158 -0.077 -7.116
47 C 2.256 -1.442 -7.387
48 C 2.166 -2.380 -6.369
49 C 1.976 -1.961 -5.061
50 C 0.205 1.154 -3.249
51 C -1.016 0.564 -3.648
52 C -2.070 1.363 -4.041
53 C -1.927 2.753 -4.019
54 C -0.740 3.347 -3.605
55 C 0.334 2.552 -3.235
56 P 2.901 1.037 -1.030
57 C 4.211 0.001 -0.445
58 C 5.515 0.478 -0.628
59 C 6.579 -0.339 -0.289
60 C 6.345 -1.606 0.239
61 C 5.050 -2.068 0.433
62 C 3.973 -1.265 0.090
63 C 3.103 2.713 -0.472
64 C 3.410 3.747 -1.359
65 C 3.654 5.021 -0.866
66 C 3.588 5.261 0.501
67 C 3.284 4.231 1.389
68 C 3.047 2.955 0.908
69 H 3.803 0.910 -3.213
70 H 1.875 1.421 -5.614
71 H 2.233 0.642 -7.921
72 H 2.407 -1.771 -8.407
73 H 2.250 -3.435 -6.592
74 H 1.924 -2.688 -4.260
75 H -1.106 -0.517 -3.716
76 H -2.990 0.917 -4.395
77 H -2.747 3.377 -4.353
78 H -0.641 4.424 -3.613
79 H 1.282 3.003 -2.969
80 H 5.704 1.476 -1.008
81 H 7.593 0.014 -0.424
82 H 7.184 -2.236 0.504
83 H 4.885 -3.051 0.852
84 H 2.960 -1.621 0.234
85 H 3.480 3.559 -2.424
86 H 3.911 5.822 -1.545
87 H 3.793 6.254 0.880
88 H 3.260 4.424 2.453
89 H 2.863 2.147 1.609
90 N -3.706 4.801 0.544
91 C -2.834 3.846 0.253
92 C -1.460 3.964 0.587
93 C -0.605 2.952 0.286
94 N -0.986 1.807 -0.357
95 C -2.304 1.695 -0.683
96 C -3.228 2.650 -0.397
97 H -3.423 5.651 1.006
98 H -4.681 4.718 0.305
99 H -1.085 4.845 1.090
100 H 0.441 3.039 0.554
101 H -2.602 0.779 -1.175
102 H -4.261 2.487 -0.677

The HOMO energy (alpha / beta) comes out at -0.6465 / -0.6465 Eh. The spin multiplicity is 3. The total charge is +4. The energy above the lowest of the compared OMol25 structures with the same formula, charge and spin is 0.00 kcal/mol. The total energy comes out at -3637.79937 a.u. The value obtained for the gap between HOMO and LUMO (alpha / beta) is 5.5 / 5.3 eV.

Mulliken population analysis, charges in e, atoms 1 to 4: -0.33, -0.14, 0.52, 0.24

---

(2)
Below is a structure of composition C33H32BrN6O5S5SeSiZr, with properties calculated with wB97M-V/def2-TZVPD.

Positions of all 85 atoms, in Å:
1 Zr -0.433 -0.277 0.316
2 N 1.391 3.180 -2.516
3 C 0.935 2.029 -1.899
4 S -0.634 2.090 -1.197
5 N 1.771 1.042 -1.891
6 N 1.370 -0.107 -1.205
7 C 2.130 -1.105 -1.500
8 C 2.081 -2.462 -1.023
9 C 3.196 -3.277 -1.266
10 C 3.250 -4.569 -0.797
11 C 2.153 -5.079 -0.104
12 C 1.029 -4.309 0.122
13 C 0.988 -2.981 -0.312
14 O -0.050 -2.213 -0.029
15 H 0.672 3.810 -2.826
16 H 2.158 3.035 -3.155
17 H 2.925 -0.886 -2.212
18 H 4.042 -2.855 -1.797
19 H 4.136 -5.170 -0.935
20 H 2.189 -6.090 0.284
21 H 0.183 -4.698 0.671
22 C -4.338 1.155 0.442
23 C -3.274 1.824 1.243
24 N -1.993 1.591 1.212
25 C -1.303 2.451 2.041
26 C -2.080 3.325 2.727
27 S -3.714 3.088 2.319
28 C 0.160 2.414 2.116
29 C 0.881 3.266 2.883
30 S 2.538 3.042 2.587
31 C 2.200 1.806 1.450
32 N 0.912 1.551 1.328
33 C 3.373 1.255 0.713
34 H -4.340 0.087 0.629
35 H -4.162 1.317 -0.622
36 H -5.313 1.571 0.696
37 H -1.770 4.080 3.429
38 H 0.510 4.009 3.566
39 H 4.281 1.722 1.095
40 H 3.276 1.477 -0.349
41 H 3.441 0.178 0.864
42 O 4.898 -5.564 1.453
43 S 4.700 -4.721 2.606
44 O 5.750 -4.709 3.592
45 N 4.301 -3.201 2.147
46 C 3.075 -2.893 2.494
47 S 2.279 -1.440 2.163
48 C 2.358 -3.978 3.247
49 C 1.082 -3.949 3.779
50 C 0.619 -5.089 4.425
51 C 1.420 -6.225 4.538
52 C 2.707 -6.244 4.015
53 C 3.147 -5.102 3.377
54 H 0.489 -3.044 3.687
55 H -0.379 -5.097 4.848
56 H 1.035 -7.101 5.047
57 H 3.341 -7.117 4.104
58 Br -4.252 -3.660 -0.965
59 C -4.499 -2.232 -2.178
60 C -5.580 -2.295 -3.047
61 C -5.769 -1.293 -3.984
62 C -4.869 -0.240 -4.073
63 C -3.784 -0.194 -3.215
64 C -3.597 -1.178 -2.245
65 C -2.430 -0.976 -1.331
66 O -2.545 -1.080 -0.071
67 O -1.349 -0.582 -1.812
68 H -6.260 -3.133 -2.986
69 H -6.618 -1.345 -4.654
70 H -5.006 0.538 -4.813
71 H -3.053 0.604 -3.271
72 C -2.128 -3.957 2.114
73 Si -2.645 -2.438 3.078
74 C -4.391 -1.982 2.552
75 C -2.734 -2.896 4.904
76 Se -1.151 -0.758 2.968
77 H -2.765 -4.813 2.359
78 H -1.095 -4.215 2.341
79 H -2.194 -3.762 1.042
80 H -5.067 -2.824 2.737
81 H -4.425 -1.753 1.488
82 H -4.756 -1.121 3.119
83 H -3.352 -3.787 5.053
84 H -3.168 -2.081 5.487
85 H -1.737 -3.094 5.302

The HOMO energy comes out at -0.1677 Eh. The spin multiplicity is 1. The total charge is -1. The energy above the lowest of the compared OMol25 structures with the same formula, charge and spin is 24.11 kcal/mol. The total energy comes out at -9284.77972 a.u. The value obtained for the gap between HOMO and LUMO is 6.5 eV.

Mulliken population analysis, charges in e, atoms 1 to 4: -0.94, -0.55, 0.77, -0.41

---

(3)
Below is an isolated molecule of C4H6N2O at a distorted geometry, with properties calculated with wB97M-V/def2-TZVPD.

Positions of all 13 atoms, in Å:
1 N -1.895 0.548 -0.016
2 C -0.485 0.338 0.013
3 C 0.006 -0.943 -0.015
4 O -0.674 -2.105 -0.072
5 N 1.363 -0.903 0.008
6 C 1.684 0.469 0.115
7 C 0.629 1.230 0.054
8 H -2.181 1.110 -0.813
9 H -2.223 1.028 0.819
10 H -1.608 -1.823 -0.093
11 H 1.962 -1.713 0.089
12 H 2.791 0.438 -0.169
13 H 0.613 2.301 0.069

The HOMO energy comes out at -0.2808 Eh. As for the SMILES: Nc1cc[nH]c1O. The spin multiplicity is 1. The energy above the lowest of the compared OMol25 structures with the same formula, charge and spin is 33.80 kcal/mol. The total energy comes out at -340.74104 a.u. The value obtained for the gap between HOMO and LUMO is 8.6 eV.

natural (NBO) population analysis, charges in e, atoms 1 to 4: -0.85, -0.07, 0.44, -0.67

---

(4)
Below is a cluster of 5 separate species, C27H78Br2N12O7P4S in total at a distorted geometry, with properties calculated with wB97M-V/def2-TZVPD.

Positions of all 131 atoms, in Å:
1 C -0.379 0.318 -1.649
2 C -0.910 0.723 -3.027
3 Br -1.475 -0.872 -3.971
4 C 0.093 1.564 -3.806
5 Br -0.940 2.780 -4.982
6 O 0.975 0.735 -4.534
7 S 1.846 1.606 -5.638
8 O 2.593 2.581 -4.895
9 O 2.897 0.439 -6.055
10 H 0.309 -0.520 -1.700
11 H -1.238 0.042 -1.039
12 H 0.075 1.197 -1.188
13 H -1.780 1.349 -2.855
14 H 0.678 2.154 -3.104
15 H 3.501 0.842 -6.691
16 O -3.870 -3.814 -4.485
17 P -5.020 -4.128 -3.579
18 N -4.427 -3.609 -2.071
19 C -4.877 -4.096 -0.786
20 C -4.202 -2.169 -2.000
21 N -4.970 -5.872 -3.689
22 C -4.145 -6.622 -2.754
23 C -4.712 -6.332 -5.050
24 N -6.731 -4.111 -3.146
25 C -7.500 -5.331 -2.958
26 C -7.492 -3.181 -4.007
27 H -5.853 -3.684 -0.491
28 H -4.152 -3.807 -0.023
29 H -4.939 -5.181 -0.741
30 H -5.148 -1.614 -1.893
31 H -3.700 -1.817 -2.901
32 H -3.559 -1.920 -1.154
33 H -3.146 -6.187 -2.619
34 H -4.028 -7.649 -3.105
35 H -4.627 -6.712 -1.780
36 H -3.649 -6.292 -5.309
37 H -5.253 -5.725 -5.778
38 H -5.058 -7.363 -5.160
39 H -7.570 -5.951 -3.855
40 H -8.513 -5.045 -2.661
41 H -7.098 -5.928 -2.142
42 H -7.603 -3.564 -5.028
43 H -6.983 -2.214 -4.062
44 H -8.486 -2.998 -3.597
45 O 1.585 5.143 -1.270
46 P 2.969 5.540 -0.851
47 N 3.367 6.635 -2.105
48 C 4.714 6.949 -2.525
49 C 2.545 7.839 -2.113
50 N 3.763 4.009 -1.038
51 C 4.379 3.647 -2.313
52 C 2.925 2.873 -0.621
53 N 4.237 6.140 0.241
54 C 5.450 5.378 0.511
55 C 3.669 6.652 1.506
56 H 5.236 7.624 -1.830
57 H 4.675 7.437 -3.502
58 H 5.323 6.059 -2.659
59 H 2.839 8.542 -1.318
60 H 1.495 7.584 -1.968
61 H 2.621 8.350 -3.073
62 H 3.745 3.883 -3.172
63 H 4.596 2.578 -2.333
64 H 5.351 4.131 -2.441
65 H 2.238 2.606 -1.433
66 H 2.333 3.090 0.269
67 H 3.544 2.006 -0.381
68 H 5.284 4.420 1.008
69 H 6.096 5.981 1.158
70 H 6.021 5.212 -0.400
71 H 3.302 5.844 2.148
72 H 2.832 7.325 1.297
73 H 4.413 7.225 2.061
74 O -4.377 -1.690 1.901
75 P -4.335 -0.896 3.168
76 N -5.232 -1.891 4.226
77 C -5.928 -1.422 5.404
78 C -4.596 -3.176 4.498
79 N -5.302 0.465 2.655
80 C -6.747 0.423 2.828
81 C -4.984 0.883 1.292
82 N -3.506 0.035 4.412
83 C -3.828 1.427 4.689
84 C -2.037 -0.117 4.307
85 H -5.253 -1.207 6.246
86 H -6.634 -2.190 5.727
87 H -6.521 -0.534 5.209
88 H -3.754 -3.078 5.199
89 H -4.219 -3.618 3.575
90 H -5.317 -3.879 4.918
91 H -7.189 -0.534 2.524
92 H -7.213 1.218 2.244
93 H -7.031 0.632 3.861
94 H -5.476 0.258 0.539
95 H -3.909 0.838 1.109
96 H -5.299 1.919 1.144
97 H -3.649 2.096 3.844
98 H -3.200 1.755 5.522
99 H -4.859 1.536 5.018
100 H -1.632 0.409 3.436
101 H -1.771 -1.174 4.218
102 H -1.543 0.264 5.201
103 O 4.284 0.171 2.853
104 P 5.565 -0.513 2.488
105 N 5.856 0.120 0.930
106 C 6.649 -0.525 -0.093
107 C 6.103 1.557 0.923
108 N 4.972 -2.151 2.379
109 C 4.450 -2.639 1.110
110 C 4.032 -2.469 3.450
111 N 7.219 -1.029 2.808
112 C 7.608 -2.432 2.827
113 C 7.772 -0.353 4.002
114 H 7.731 -0.448 0.089
115 H 6.436 -0.055 -1.056
116 H 6.399 -1.575 -0.211
117 H 7.116 1.801 1.280
118 H 5.387 2.083 1.555
119 H 5.982 1.959 -0.085
120 H 3.780 -1.924 0.616
121 H 3.903 -3.570 1.268
122 H 5.256 -2.902 0.422
123 H 3.023 -2.097 3.244
124 H 4.357 -2.037 4.398
125 H 3.983 -3.553 3.583
126 H 7.106 -3.018 3.600
127 H 8.685 -2.478 3.011
128 H 7.440 -2.901 1.860
129 H 7.319 -0.723 4.929
130 H 7.590 0.724 3.944
131 H 8.851 -0.495 4.064

The HOMO energy comes out at -0.2950 Eh. The spin multiplicity is 1. The total energy comes out at -9170.75840 a.u. The value obtained for the gap between HOMO and LUMO is 8.4 eV.

Mulliken population analysis, charges in e, atoms 1 to 4: -1.21, -0.17, -0.12, 0.06

---

(5)
Below is a cluster of 9 separate species, C43H67N2O25S in total at a distorted geometry, with properties calculated with wB97M-V/def2-TZVPD.

Positions of all 138 atoms, in Å:
1 C -1.800 -1.256 1.231
2 C -1.685 -2.787 1.764
3 N -2.023 -3.629 0.533
4 C -1.988 -4.879 0.803
5 S -2.495 -6.453 1.050
6 C -0.139 -3.025 2.111
7 C 0.175 -3.637 3.559
8 C 0.394 -5.245 3.515
9 C 1.645 -3.064 3.958
10 N -0.735 -3.186 4.645
11 O -0.450 -1.945 4.960
12 C -2.175 -3.399 4.376
13 C -2.687 -4.908 4.688
14 C -2.962 -2.492 5.477
15 C -2.728 -2.929 2.959
16 H -2.769 -1.243 0.606
17 H -1.841 -0.502 2.076
18 H -0.964 -1.057 0.475
19 H 0.425 -3.671 1.347
20 H 0.384 -2.006 2.065
21 H -0.424 -5.790 2.950
22 H 1.414 -5.496 3.049
23 H 0.430 -5.676 4.573
24 H 2.475 -3.689 3.467
25 H 1.780 -1.976 3.682
26 H 1.832 -3.143 5.088
27 H -3.769 -4.937 5.030
28 H -2.070 -5.311 5.574
29 H -2.480 -5.611 3.823
30 H -2.615 -2.715 6.539
31 H -2.931 -1.383 5.213
32 H -4.055 -2.818 5.401
33 H -3.569 -3.651 2.649
34 H -3.253 -1.917 3.107
35 C 3.827 -0.047 -2.110
36 C 3.652 -0.884 -0.862
37 C 2.322 -1.572 -0.771
38 O 2.153 -1.718 0.638
39 C 2.855 -0.701 1.218
40 O 2.785 -0.404 2.374
41 O 3.640 -0.065 0.306
42 H 4.726 0.567 -2.036
43 H 3.905 -0.679 -2.998
44 H 2.989 0.642 -2.245
45 H 4.482 -1.594 -0.766
46 H 2.319 -2.546 -1.263
47 H 1.492 -0.973 -1.157
48 C 0.852 4.410 -3.617
49 C 2.245 4.254 -4.183
50 C 2.281 3.612 -5.533
51 O 3.578 3.016 -5.552
52 C 3.900 2.754 -4.255
53 O 4.836 2.089 -3.910
54 O 3.018 3.341 -3.402
55 H 0.898 4.711 -2.569
56 H 0.286 5.157 -4.174
57 H 0.305 3.464 -3.646
58 H 2.762 5.220 -4.182
59 H 2.174 4.334 -6.343
60 H 1.537 2.819 -5.660
61 C -1.839 2.680 2.879
62 C -1.941 3.819 1.889
63 C -3.298 3.966 1.264
64 O -2.990 4.584 0.018
65 C -1.721 4.203 -0.303
66 O -1.208 4.385 -1.367
67 O -1.117 3.582 0.748
68 H -0.796 2.509 3.158
69 H -2.415 2.893 3.782
70 H -2.204 1.746 2.444
71 H -1.608 4.753 2.355
72 H -3.966 4.595 1.854
73 H -3.791 3.010 1.063
74 C 1.168 9.778 -3.521
75 C 1.326 9.080 -4.856
76 C 0.427 9.611 -5.934
77 O 0.283 8.479 -6.791
78 C 0.447 7.376 -6.012
79 O 0.209 6.255 -6.370
80 O 0.912 7.715 -4.773
81 H 1.708 9.233 -2.743
82 H 1.549 10.800 -3.566
83 H 0.124 9.810 -3.212
84 H 2.377 9.094 -5.165
85 H 0.867 10.451 -6.472
86 H -0.564 9.896 -5.574
87 C 7.129 0.833 -5.706
88 C 7.895 -0.461 -5.547
89 C 9.051 -0.372 -4.593
90 O 9.921 -1.391 -5.079
91 C 9.667 -1.517 -6.412
92 O 10.340 -2.148 -7.173
93 O 8.547 -0.826 -6.764
94 H 6.425 0.760 -6.538
95 H 6.576 1.076 -4.798
96 H 7.802 1.664 -5.938
97 H 7.210 -1.272 -5.276
98 H 8.760 -0.572 -3.561
99 H 9.581 0.584 -4.637
100 C -4.502 13.113 -4.017
101 C -3.288 12.352 -4.502
102 C -2.793 11.314 -3.537
103 O -1.410 11.227 -3.873
104 C -1.058 12.442 -4.385
105 O 0.068 12.783 -4.600
106 O -2.155 13.213 -4.616
107 H -4.703 13.966 -4.669
108 H -5.385 12.471 -3.996
109 H -4.340 13.517 -3.014
110 H -3.484 11.923 -5.491
111 H -3.285 10.350 -3.668
112 H -2.875 11.617 -2.489
113 C -1.337 -10.694 1.185
114 C -0.265 -10.428 2.219
115 C -0.223 -11.440 3.327
116 O 0.333 -10.687 4.400
117 C -0.002 -9.385 4.178
118 O 0.142 -8.504 4.972
119 O -0.529 -9.221 2.931
120 H -1.439 -9.838 0.514
121 H -1.100 -11.580 0.593
122 H -2.313 -10.840 1.657
123 H 0.710 -10.324 1.730
124 H 0.406 -12.299 3.089
125 H -1.213 -11.794 3.632
126 C -3.965 -8.611 6.937
127 C -5.354 -8.183 7.357
128 C -6.442 -9.103 6.887
129 O -7.566 -8.230 6.821
130 C -7.074 -6.980 6.591
131 O -7.742 -6.034 6.298
132 O -5.719 -6.952 6.737
133 H -3.243 -7.818 7.145
134 H -3.657 -9.516 7.464
135 H -3.919 -8.800 5.861
136 H -5.390 -8.036 8.443
137 H -6.629 -9.923 7.582
138 H -6.266 -9.513 5.888

The HOMO energy (alpha / beta) comes out at -0.3125 / -0.3386 Eh. The spin multiplicity is 2. The total energy comes out at -4067.34315 a.u. The value obtained for the gap between HOMO and LUMO (alpha / beta) is 8.5 / 9.2 eV.

Mulliken population analysis, charges in e, atoms 1 to 4: -2.09, 2.84, -0.82, 0.33

---

(6)
Below is a structure of composition C3H3BrCl2O at a distorted geometry, with properties calculated with wB97M-V/def2-TZVPD.

Positions of all 10 atoms, in Å:
1 C 1.784 0.688 0.048
2 C -1.188 -0.125 -0.529
3 C -0.340 -0.463 0.649
4 O 2.803 0.255 0.422
5 Cl 1.527 1.734 -1.224
6 Cl -0.763 0.161 2.152
7 Br 0.319 -2.185 0.665
8 H -0.559 0.132 -1.350
9 H -1.792 0.746 -0.262
10 H -1.792 -0.943 -0.571

The HOMO energy (alpha / beta) comes out at -0.3159 / -0.3035 Eh. The spin multiplicity is 1. The energy above the lowest of the compared OMol25 structures with the same formula, charge and spin is 64.50 kcal/mol. The total energy comes out at -3685.63978 a.u. The value obtained for the gap between HOMO and LUMO (alpha / beta) is 8.1 / 7.6 eV.

natural (NBO) population analysis, charges in e, atoms 1 to 4: 0.44, -0.70, -0.19, -0.48